60
Properties=species:S:1:pos:R:3 method="wB97M-V/def2-TZVPD" multiplicity=1 homo_energy_ev=-8.4275 lumo_energy_ev=0.335 smiles="CC(C)Cn1[nH]c(CC(=O)N2CC(CN(C)C(=O)CC(=O)NC3CC3)C2)cc1=O" homo_lumo_gap_ev=8.76 de_lowest_kcal_mol=57.4
C 5.12221 -3.87161 2.39346
C 4.02815 -3.15168 1.58118
C 4.32807 -1.64253 1.50786
C 2.58399 -3.41917 2.08850
N 2.36471 -3.22930 3.52875
N 2.69125 -4.19790 4.45089
C 2.47836 -3.65296 5.69697
C 2.79293 -4.49336 6.92459
C 2.54491 -3.75638 8.24251
O 1.40746 -3.68991 8.69769
N 3.60014 -3.29006 8.92672
C 5.00311 -3.75030 9.05811
C 5.14967 -2.64354 10.12061
C 6.23969 -1.59514 9.80890
N 7.61156 -2.10604 9.97722
C 8.08013 -2.09742 11.37120
C 8.32531 -2.58847 8.92426
O 7.84019 -2.62968 7.79187
C 9.75401 -3.11199 9.17111
C 10.63210 -3.52252 7.98415
O 11.84720 -3.37119 8.07151
N 10.05741 -4.07230 6.90762
C 10.77343 -4.48810 5.71469
C 9.95880 -4.97544 4.54525
C 10.65016 -3.62676 4.48568
C 3.71583 -2.14518 9.85832
C 1.99741 -2.40757 5.51338
C 1.91516 -2.10501 4.11075
O 1.53318 -1.06662 3.57443
H 5.18724 -3.48697 3.41243
H 4.93083 -4.94299 2.45415
H 6.10372 -3.74139 1.93654
H 4.07685 -3.52353 0.55552
H 4.32289 -1.18345 2.49771
H 5.30455 -1.44945 1.06245
H 3.58668 -1.11614 0.90487
H 1.88206 -2.79666 1.52778
H 2.30254 -4.44325 1.84208
H 2.19497 -5.01942 4.13919
H 2.18339 -5.39479 6.92944
H 3.82803 -4.82275 6.86998
H 5.07037 -4.76266 9.46013
H 5.56397 -3.61572 8.13108
H 5.27919 -3.03223 11.13106
H 6.09402 -1.22178 8.79159
H 6.10134 -0.72809 10.45729
H 9.08824 -2.48531 11.51317
H 8.07119 -1.07880 11.76229
H 7.41887 -2.69582 11.99895
H 10.29805 -2.32961 9.69727
H 9.70306 -3.96887 9.83841
H 9.05675 -3.93924 6.83506
H 11.73257 -4.98017 5.90964
H 10.35048 -5.80563 3.95662
H 8.87303 -5.01495 4.64218
H 10.06033 -2.71137 4.55634
H 11.53628 -3.49736 3.86349
H 3.61043 -1.18990 9.33996
H 3.03908 -2.24904 10.70915
H 1.71030 -1.71120 6.28467

***

13
Properties=species:S:1:pos:R:3 method="wB97M-V/def2-TZVPD" multiplicity=1 homo_energy_ev=-10.1828 lumo_energy_ev=-0.513 smiles="C[SiH2]C(=O)C(F)(F)F" homo_lumo_gap_ev=9.67 de_lowest_kcal_mol=4.1
C 1.22960 0.89045 -1.53229
Si 0.65490 -0.69837 -0.46715
C -0.08465 -0.22296 1.16128
O 0.53193 -0.06028 2.23431
C -1.69695 -0.07235 1.31625
F -2.22100 0.17920 0.15427
F -2.05636 0.82713 2.20280
F -2.16007 -1.24413 1.70253
H 0.33631 1.31945 -1.90345
H 2.01256 1.51215 -1.05483
H 1.79296 0.33592 -2.28358
H -0.29280 -1.35631 -1.30857
H 1.95355 -1.40991 -0.22159

***

13
Properties=species:S:1:pos:R:3 method="wB97M-V/def2-TZVPD" multiplicity=1 homo_energy_ev="-7.3844 / -7.6662" lumo_energy_ev="-2.807 / -2.464" homo_lumo_gap_ev="4.58 / 5.20" de_lowest_kcal_mol=53.3
C -0.87701 -1.87999 -0.90983
C -0.18029 -0.72623 -0.84359
C 1.10959 1.60744 0.74516
C -0.68565 0.50888 -0.43094
O -0.11510 1.55123 -0.01360
I 1.86321 -0.83026 -1.44267
I -2.84231 0.76790 -0.55933
I -0.18001 -1.14153 2.67925
H -0.70768 -2.79435 -1.52847
H -1.69684 -2.05606 -0.23415
H 0.97783 2.47305 1.51370
H 2.01845 1.85725 -0.00347
H 1.31580 0.66267 1.02794

***

98
Properties=species:S:1:pos:R:3 method="wB97M-V/def2-TZVPD" multiplicity=1 homo_energy_ev=-3.9876 lumo_energy_ev=2.259 homo_lumo_gap_ev=6.25 total_charge=-1 de_lowest_kcal_mol=28.4
Sr -1.02843 0.32234 -0.77831
C -4.35587 1.49431 2.96216
O -5.25191 1.15354 1.91500
C -5.01274 -0.09421 1.36528
C -6.06424 -0.98285 1.29394
C -5.91045 -2.23822 0.70283
C -4.66745 -2.59834 0.21801
C -3.59325 -1.71181 0.28585
C -2.24688 -2.14234 -0.10622
N -2.02128 -2.98769 -1.03771
N -0.75747 -3.51347 -1.18844
C 0.25896 -2.73016 -1.40348
O 0.28472 -1.44866 -1.45084
C 1.56076 -3.45152 -1.63179
C 2.72670 -2.71028 -1.79025
C 3.95266 -3.33932 -1.96144
C 4.02776 -4.72405 -1.98122
C 2.86372 -5.47238 -1.84183
C 1.64113 -4.84339 -1.67435
C -3.74215 -0.39799 0.81064
O -2.77743 0.47103 0.76051
H -3.37121 1.75700 2.57412
H -4.24354 0.65604 3.65956
H -4.79475 2.33996 3.49259
H -7.01696 -0.67265 1.70726
H -6.74717 -2.92299 0.65185
H -4.49590 -3.57591 -0.21606
H -1.42188 -1.76763 0.51163
H 2.64262 -1.63147 -1.78460
H 4.85134 -2.74593 -2.08534
H 4.98250 -5.21787 -2.11625
H 2.91204 -6.55453 -1.87268
H 0.72547 -5.40976 -1.57136
C 0.42004 4.20262 -2.36559
N 0.18102 3.71386 -1.01226
C -1.21093 3.80102 -0.59126
C 1.07329 2.97887 -0.29897
N 0.66746 2.00722 0.46905
C 1.19873 1.80962 1.74773
C 1.70033 2.88557 2.48666
C 2.19410 2.73817 3.77415
C 2.16394 1.48900 4.36968
C 1.62767 0.41886 3.67015
C 1.13621 0.53705 2.36381
N 0.53265 -0.56383 1.75576
C 1.07807 -1.73215 1.91816
N 0.31560 -2.83736 2.12457
C -0.94207 -2.73546 2.84264
C 0.67610 -4.16742 1.67636
N 2.44216 -1.92854 1.84505
C 3.25095 -0.96612 1.13523
C 3.15265 -2.76728 2.78158
N 2.39528 3.34587 -0.43921
C 2.80380 4.73034 -0.52701
C 3.45761 2.41091 -0.15664
H 0.12725 5.25494 -2.43283
H -0.19308 3.63920 -3.07497
H 1.46888 4.10642 -2.62822
H -1.50219 4.85473 -0.56132
H -1.33062 3.35486 0.39293
H -1.85994 3.29812 -1.31199
H 1.68686 3.87250 2.03780
H 2.57365 3.59821 4.31183
H 2.52495 1.35034 5.38134
H 1.55004 -0.54740 4.15691
H -1.19203 -1.68770 2.98858
H -0.85927 -3.23876 3.81334
H -1.74984 -3.20769 2.28222
H 0.85785 -4.83639 2.52510
H 1.56412 -4.12544 1.05270
H -0.13546 -4.56890 1.06561
H 2.62788 -0.49089 0.37947
H 4.07139 -1.48990 0.63884
H 3.65971 -0.19525 1.80158
H 2.45403 -3.34068 3.38483
H 3.75577 -2.14657 3.45579
H 3.81981 -3.46053 2.25987
H 1.93179 5.37537 -0.58713
H 3.43270 4.90516 -1.40515
H 3.38089 5.00601 0.36427
H 3.09317 1.39400 -0.28498
H 3.84266 2.51459 0.86438
H 4.27498 2.58397 -0.86155
C -4.02451 2.02661 -2.37499
C -2.84056 2.04367 -3.29552
C -2.72037 2.65782 -4.53018
C -1.44158 2.29947 -5.03309
C -0.85886 1.50223 -4.06370
C 0.48233 0.82817 -4.07524
N -1.70171 1.35123 -2.99797
H -4.79921 2.69963 -2.74438
H -3.77565 2.32640 -1.35168
H -4.45578 1.02303 -2.30908
H -3.47134 3.26189 -5.02026
H -1.00622 2.57857 -5.98281
H 1.09356 1.19690 -4.90090
H 0.38520 -0.25559 -4.17519
H 1.03473 1.00800 -3.14290

***

74
Properties=species:S:1:pos:R:3 method="wB97M-V/def2-TZVPD" s_squared=6.042 multiplicity=5 homo_energy_ev="-12.7367 / -16.4641" lumo_energy_ev="-7.256 / -11.459" homo_lumo_gap_ev="5.48 / 5.00" total_charge=+3 de_lowest_kcal_mol=0.0
Rh 0.54871 -0.40661 0.34243
P 1.67408 -2.50109 0.00880
P 2.19405 1.11007 1.04301
P 0.67390 0.20546 -1.86089
H -1.82336 0.50457 1.18697
C -1.59097 0.11019 0.19612
C -1.46711 -1.28078 -0.01602
H -1.69227 -1.98271 0.79416
C 1.68602 -3.83505 1.27595
C 3.46643 -2.33328 -0.32424
C 1.00546 -3.44856 -1.40595
C 1.38902 2.71503 1.34570
C 3.14974 0.91466 2.59321
C 3.56721 1.45735 -0.11394
C -0.64378 -0.43290 -2.95575
C 2.16754 -0.19370 -2.82334
C 0.47626 2.01283 -1.99072
H -1.76591 0.80889 -0.62751
H -1.53019 -1.72486 -1.01514
H 0.66785 -4.01466 1.64687
H 2.32523 -3.58821 2.13397
H 2.05741 -4.77190 0.83309
H 3.96554 -1.87213 0.54015
H 3.65766 -1.71108 -1.20760
H 3.91160 -3.32225 -0.49353
H -0.05078 -3.67803 -1.21477
H 1.55349 -4.39591 -1.50271
H 1.07503 -2.90706 -2.35681
H 2.14262 3.44437 1.65970
H 0.64959 2.59627 2.14976
H 0.86988 3.08951 0.45383
H 3.79272 1.79463 2.73645
H 3.78862 0.02303 2.55364
H 2.47880 0.83203 3.45858
H 4.25648 2.16042 0.37045
H 3.22415 1.90450 -1.05380
H 4.11876 0.53383 -0.33390
H -0.49158 -0.00360 -3.95261
H -1.64076 -0.14480 -2.60082
H -0.59969 -1.52652 -3.03185
H 2.05933 0.30955 -3.79248
H 2.26147 -1.27167 -3.00121
H 3.07977 0.16931 -2.33970
H 0.39387 2.26762 -3.05210
H 1.32651 2.55049 -1.55905
H -0.43950 2.33406 -1.47937
C -3.98221 3.17194 -4.28593
C -4.34299 4.53207 -4.28996
C -5.69155 4.90235 -4.27061
C -6.69857 3.93235 -4.28896
C -6.34391 2.58141 -4.34945
C -5.00237 2.20494 -4.37175
S -2.34657 2.57412 -4.11405
H -1.64869 3.75164 -3.91842
H -3.55372 5.27853 -4.27811
H -5.97323 5.95387 -4.23429
H -7.75031 4.22346 -4.26021
H -7.11645 1.81456 -4.37325
H -4.71663 1.15690 -4.41998
N 0.90490 -2.76485 7.30576
C -0.22251 -2.39899 6.61548
O -1.34287 -2.43407 7.12724
C -0.00979 -1.94965 5.19143
C 1.23425 -1.89008 4.54692
C 1.32121 -1.47203 3.20798
N 0.27049 -1.05234 2.48347
C -0.93539 -1.13206 3.08570
C -1.10635 -1.56331 4.41421
H 0.77265 -3.07536 8.26094
H 1.82959 -2.76599 6.91553
H 2.15741 -2.15388 5.05136
H 2.29188 -1.47534 2.70942
H -1.80451 -0.86361 2.49419
H -2.11268 -1.58790 4.82828

***

For each record above, in turn, the calculated E values are -36882.1382 -21268.6291 -30574.4505 -59541.0268 -71259.4226 eV.